113
Properties=species:S:1:pos:R:3 method="wB97M-V/def2-TZVPD" homo_energy_ha=-0.39059 smiles="O=S1(=O)OCCO1.O=S1(=O)OCCO1.O=S1(=O)OCCO1.O=S1(=O)OCCO1.O=S1(=O)OCCO1.O=S1(=O)OCCO1.O=S1(=O)OCCO1.O=S1(=O)OCCO1.O=S1(=O)OCCO1.CB(O)COC=O" lumo_energy_ev=-0.08 gap_ev=10.55
O -6.34 1.25 3.93
S -6.72 1.20 2.56
O -7.98 1.71 2.14
O -6.59 -0.31 2.07
C -5.72 -0.39 0.92
C -4.75 0.76 1.12
O -5.59 1.82 1.65
H -6.31 -0.27 0.02
H -5.21 -1.35 0.91
H -4.28 1.09 0.20
H -3.99 0.52 1.85
O -0.84 0.95 2.19
S -0.90 0.01 3.26
O -0.10 -1.16 3.19
O -2.42 -0.38 3.50
C -2.81 -0.14 4.87
C -1.93 1.02 5.28
O -0.66 0.73 4.65
H -2.60 -1.05 5.45
H -3.87 0.08 4.91
H -1.78 1.08 6.35
H -2.30 1.97 4.90
O 5.73 -3.66 1.54
S 4.83 -4.05 2.57
O 5.31 -4.69 3.74
O 3.68 -4.91 1.88
C 2.39 -4.33 2.13
C 2.68 -2.85 2.28
O 3.93 -2.82 3.00
H 1.98 -4.75 3.05
H 1.73 -4.55 1.30
H 1.91 -2.33 2.83
H 2.84 -2.36 1.31
O 4.51 3.30 2.67
S 4.37 4.16 1.55
O 3.21 4.96 1.41
O 4.61 3.31 0.23
C 5.67 3.89 -0.57
C 6.56 4.54 0.46
O 5.65 5.10 1.42
H 5.23 4.61 -1.25
H 6.16 3.11 -1.13
H 7.17 5.34 0.04
H 7.20 3.82 0.97
O 5.86 -2.22 -3.46
S 7.08 -2.94 -3.55
O 7.81 -2.95 -4.77
O 6.80 -4.43 -3.06
C 7.69 -4.78 -1.99
C 7.96 -3.47 -1.29
O 8.06 -2.52 -2.38
H 8.59 -5.21 -2.41
H 7.20 -5.51 -1.34
H 8.89 -3.47 -0.73
H 7.13 -3.17 -0.64
O -2.39 -3.90 2.39
S -3.78 -3.90 2.65
O -4.38 -2.90 3.46
O -4.20 -5.34 3.17
C -5.23 -5.91 2.34
C -4.97 -5.31 0.98
O -4.58 -3.96 1.27
H -6.20 -5.61 2.74
H -5.14 -7.00 2.36
H -5.84 -5.31 0.34
H -4.14 -5.81 0.47
O 7.80 2.80 -4.01
S 6.40 2.60 -4.17
O 5.50 3.49 -3.52
O 6.05 1.11 -3.78
C 5.37 0.45 -4.86
C 5.91 1.13 -6.10
O 6.02 2.51 -5.70
H 4.29 0.62 -4.75
H 5.58 -0.61 -4.82
H 5.25 1.05 -6.95
H 6.91 0.76 -6.36
O -13.80 -0.50 2.96
S -13.34 0.37 3.98
O -14.25 0.93 4.91
O -12.47 1.52 3.30
C -11.15 1.56 3.88
C -10.89 0.13 4.30
O -12.16 -0.32 4.80
H -11.17 2.23 4.74
H -10.44 1.93 3.15
H -10.13 0.06 5.08
H -10.60 -0.49 3.45
O 2.27 3.40 -8.41
S 2.06 2.71 -7.19
O 2.82 1.56 -6.87
O 0.50 2.38 -7.06
C -0.03 2.90 -5.83
C 0.83 4.13 -5.56
O 2.14 3.71 -5.96
H 0.09 2.15 -5.05
H -1.08 3.14 -5.96
H 0.83 4.40 -4.51
H 0.52 4.98 -6.17
C 2.42 1.18 -0.65
B 1.43 2.26 -1.17
O 1.91 3.18 -2.06
C -0.12 2.30 -0.74
O -0.93 1.71 -1.85
C -1.46 0.53 -1.49
O -2.62 0.32 -1.38
H 3.22 1.03 -1.39
H 1.95 0.20 -0.50
H 2.87 1.51 0.29
H 1.25 3.89 -2.17
H -0.26 1.71 0.16
H -0.50 3.32 -0.59
H -0.69 -0.25 -1.30